C10H12BF2N4O6 | wB97M-V/def2-TZVPD

Geometry as XYZ:
```
35
Properties=species:S:1:pos:R:3:forces:R:3:nbo_charge:R:1
O -1.5986 -2.1182 -1.8720 0.3542 0.0874 0.1279 -0.4391
H 4.2312 -0.1229 -2.7680 0.1228 0.2746 -0.0219 0.1970
H -0.5637 -0.3435 0.1174 0.1390 -0.0109 -0.0109 0.2754
H -0.1641 0.5075 -2.6628 -0.0302 0.0251 0.0014 0.3741
C 4.9103 -1.0194 -0.9485 0.0280 0.1741 -0.1321 -0.5996
H 3.9363 0.8597 -1.3392 -0.0817 0.0730 0.0498 0.1957
C -2.1143 -0.9598 -1.2257 0.4411 -0.0755 -0.2842 -0.0234
O -1.8503 -0.3960 2.3849 -0.0013 -0.1236 -0.3404 -0.6400
F -1.5531 2.5832 5.5304 -0.0013 -0.0782 -0.0088 -0.5430
H 4.4906 -1.3371 0.0051 0.0144 0.0114 0.0824 0.2031
O -0.9939 -3.6163 -0.4161 0.0835 0.0368 -0.1914 -0.1909
H 2.2023 -1.0897 -2.6871 0.0438 -0.3516 0.0321 0.2057
C 2.4794 -0.7251 -1.7005 -0.0854 0.7206 0.0857 -0.4021
H 5.8282 -0.4667 -0.7495 0.0745 -0.0379 0.0145 0.2030
C -3.0635 -0.3358 -2.1618 -0.5643 0.0691 -0.0587 0.2532
O -1.4378 1.5614 3.3957 -0.1386 -0.2080 -0.0755 -0.6507
B -2.2028 2.4792 4.3108 0.0650 0.4014 0.2132 1.2579
C -1.4986 1.3599 -0.6484 -0.0478 0.2350 0.1181 0.2435
C -2.1790 0.5298 3.0883 0.4325 0.1083 -0.0653 0.6885
N -1.9180 2.4287 -0.6208 0.0583 -0.0727 0.0363 -0.2876
C 3.9134 -0.1589 -1.7257 -0.0454 -0.5543 0.0360 -0.4023
O -3.5258 1.7948 4.4773 0.0840 -0.1810 -0.1461 -0.6572
H 2.3982 -1.5266 -0.9682 -0.0758 -0.2105 -0.1086 0.1998
C -3.5411 0.6768 3.7877 -0.3866 0.1091 0.2510 0.6745
H 5.1776 -1.9098 -1.5165 -0.0325 -0.1179 0.0464 0.1989
H 1.7692 1.2683 -1.8949 -0.0712 0.1962 0.1383 0.1817
N -1.8881 -3.3220 -1.0799 -0.2697 -0.1722 0.3269 0.4141
N 0.1045 -0.0095 -1.8384 0.1523 -0.0362 0.3181 -0.6097
F -2.3638 3.7196 3.7252 -0.0164 -0.0427 -0.0361 -0.5380
N -3.8513 0.1010 -2.8758 0.3414 -0.0864 0.1035 -0.2922
H -2.6271 -1.2561 -0.3089 -0.1952 0.2988 0.0864 0.2585
H 1.4305 0.5762 -0.3060 0.0112 0.1092 0.0751 0.1994
O -4.4490 -0.1076 3.7113 0.0355 -0.0487 -0.0607 -0.5854
C 1.4453 0.3648 -1.3739 0.0909 -0.2140 -0.5481 -0.2079
C -0.9333 0.0103 -0.8455 -0.5292 -0.3078 -0.0545 -0.1554
```
Forces are in eV/Å.

The frontier orbital gap is 8.014 eV. Its total charge is -1. The HOMO energy is -6.718 eV. The total energy is -34925.735 eV. The calculation puts the largest force on an atom at 0.73 eV Å⁻¹.

---

C10H12BeN2O4S | wB97M-V/def2-TZVPD

Geometry as XYZ:
```
30
Properties=species:S:1:pos:R:3:forces:R:3:nbo_charge:R:1
H 0.9298 -2.2033 -4.8183 -0.4444 0.2441 -0.2199 0.2006
H -2.2096 -3.0954 3.6889 0.0891 -0.0667 0.0991 0.2509
C -0.0072 -1.6472 -4.9609 0.0061 0.1551 0.3581 -0.3996
C 1.8215 -0.0155 -0.0994 5.9552 0.1808 0.2192 0.3435
H 0.9242 0.2162 -5.3950 -0.4496 -0.3129 -0.0849 0.2016
O -0.0045 2.9942 -0.5075 0.0148 -4.7221 0.1384 -0.2600
S 0.0011 -2.1281 -0.4134 0.0024 0.4174 0.0425 -0.2061
C -1.8314 -0.0253 -0.0399 -4.3066 0.3219 0.2118 0.3517
C -0.0284 -2.5681 1.2667 0.0477 -0.2296 1.7456 0.3368
C -0.0035 1.8470 -0.4302 -0.0636 6.5017 -0.8936 0.3527
H -1.0574 -4.3693 3.2070 -0.1707 0.3281 -0.0438 0.2323
C -1.2195 -3.2807 3.2771 -0.3522 -0.2457 0.0139 -0.2339
H -0.9406 -2.2026 -4.7944 0.4367 0.2426 -0.2321 0.2001
H -0.9472 0.2173 -5.3716 0.4449 -0.3133 -0.0965 0.2011
N -1.1976 -2.6875 1.9365 0.8329 0.1347 -1.3092 -0.5737
H 1.9667 -2.7069 1.3863 -0.2995 -0.2187 0.4401 0.4373
H 2.0054 -2.2624 3.7751 -0.1151 -0.1475 -0.0136 0.2368
C 0.0237 0.5014 1.8417 0.1037 1.4321 6.4329 0.3844
O -2.9723 -0.0531 0.0193 3.1911 -0.2679 -0.3103 -0.3266
H -0.1194 -3.0069 5.1032 0.1063 -0.0634 -0.0009 0.2750
N 1.1203 -2.7597 1.9555 -0.9540 0.6565 -1.3785 -0.5632
C -0.1143 -2.6376 4.0805 0.0430 0.1722 0.0244 -0.4286
H 1.5120 -3.9631 3.6125 0.0629 0.2431 -0.0074 0.2390
O 2.9785 -0.0488 -0.0590 -4.8000 -0.1991 -0.3175 -0.3281
C 1.2128 -2.9258 3.4161 0.4949 -0.6606 0.1820 -0.2289
Be 0.0024 0.1634 0.0616 -0.0307 -1.9893 -0.2555 1.3639
O 0.0387 0.7813 2.9679 -0.0700 -1.4276 -5.6069 -0.2993
H -2.0484 -2.5726 1.3827 0.3993 -0.3470 0.3793 0.4374
H -0.2682 -1.5639 4.1278 -0.1812 0.1741 0.1097 0.2013
C -0.0104 -0.3480 -5.2696 0.0068 0.0070 0.3737 -0.3982
```
Forces are in eV/Å.

The frontier orbital gap is 5.273 eV. Its total charge is +2. The HOMO energy is -14.686 eV. The relative energy (zero: lowest compared OMol25 entry of this formula, charge and spin) comes out at 0.0 kcal/mol. The total energy is -32953.907 eV. The calculation puts the largest force on an atom at 6.59 eV Å⁻¹.

---

C10H12Br2O | wB97M-V/def2-TZVPD

Geometry as XYZ:
```
25
Properties=species:S:1:pos:R:3:forces:R:3:nbo_charge:R:1
C 0.3344 -0.5923 1.4977 -1.3932 0.9972 -0.2050 -0.1758
H -0.2817 -0.6854 2.3567 -0.4269 -0.8280 0.7320 0.2263
H 4.0590 -1.2130 -1.0390 -0.4634 0.0589 -0.0249 0.2145
Br -4.4627 0.7409 0.0611 0.5581 -0.2674 -0.2140 0.0359
H -2.8951 1.4639 2.0183 1.1026 -0.8772 0.1443 0.4857
H -1.1960 0.5840 -1.9413 -0.1365 1.4697 -0.0730 0.2636
H 2.5740 0.5568 -1.3915 -0.8549 -0.7492 1.4572 0.2057
C -0.1961 0.3524 0.5866 2.2791 0.7701 -0.4465 -0.0706
H -1.5834 1.9019 0.2594 0.2953 1.1219 0.3139 0.1695
C 0.7072 0.8660 -0.3972 -1.9647 -1.8034 1.6597 -0.1937
C 1.5317 -1.2371 1.3486 0.0344 -0.7232 -1.3781 -0.2128
H 4.4264 -1.2394 0.6458 -0.9036 -0.5389 -0.0152 0.2262
C 2.2723 -0.8779 0.1873 1.6402 -0.8211 2.5387 -0.0110
C -2.6208 0.2767 -0.4472 1.7948 0.1443 1.4149 -0.0964
C 1.9038 0.1835 -0.5336 0.4239 2.9357 -3.5695 -0.2155
H -2.8043 0.4074 -2.5225 0.3299 0.5790 0.2384 0.2327
Br -2.3417 -1.6906 -0.6316 -0.4189 0.8840 0.1928 0.0289
H -2.6651 1.9392 -1.7324 1.0539 1.0166 -0.2140 0.2450
H 3.3372 -2.5583 -0.1438 1.1331 0.0422 0.2906 0.2202
H 1.7637 -2.1427 1.9603 0.1410 1.1974 -0.3701 0.2255
C 3.6172 -1.4919 -0.0765 0.0473 -0.8549 -0.3206 -0.6339
C -2.2131 0.9672 -1.7553 -2.0494 -3.6247 -0.4395 -0.7413
O -2.0599 0.9234 2.0391 -0.6106 0.6277 -1.0388 -0.7051
C -1.5612 0.9314 0.7095 -1.9942 -1.1176 -0.4991 0.0633
H 0.3543 1.6340 -1.0585 0.3828 0.3608 -0.1743 0.2131
```
Forces are in eV/Å.

The frontier orbital gap is 9.268 eV. Its structure (SMILES) is Cc1ccc([C@H](O)C(C)(Br)Br)cc1. The HOMO energy is -8.921 eV. The relative energy (zero: lowest compared OMol25 entry of this formula, charge and spin) comes out at 0.0 kcal/mol. The total energy is -152695.791 eV. The calculation puts the largest force on an atom at 4.64 eV Å⁻¹.